Density functional theory data (wB97M-V/def2-TZVPD) for an isolated molecule of C2HNO3S.

ORCA input file:
```
! wB97M-V def2-TZVPD RIJCOSX def2/J DEFGRID3
* xyz 0 1
O 3.949 1.441 0.204
C 3.523 0.375 0.169
N 3.243 -0.790 0.081
C 1.857 -1.412 -0.056
O 1.651 -2.434 -0.647
O 1.058 -0.590 0.588
S -0.637 -0.706 0.662
H -0.732 0.374 1.494
*
```

Total energy: -755.4505 Eh
Kohn-Sham gap: 10.0 eV
Strongest force on any atom: 3.739 eV Å⁻¹
HOMO energy: -10.2 eV
Energy relative to the best compared isomer or geometry (same formula, charge and spin): 23.6 kcal/mol
SMILES: O=C=NC(=O)OS

---

Density functional theory data (wB97M-V/def2-TZVPD) for a cluster of 4 separate species, C24H28F3N4O in total.

ORCA input file:
```
! wB97M-V def2-TZVPD RIJCOSX def2/J DEFGRID3
* xyz 1 1
C 3.699 3.497 1.577
C 2.992 2.525 0.624
C 3.205 2.896 -0.872
C 1.534 2.237 0.981
N 0.634 3.401 1.084
N -0.594 3.221 1.843
C -1.371 2.602 1.102
O -2.025 1.921 0.452
C 0.796 4.627 0.521
N 1.002 5.764 1.216
N 0.683 4.745 -0.792
H 3.073 4.307 1.937
H 4.070 2.963 2.441
H 4.573 3.897 1.070
H 3.509 1.579 0.746
H 4.059 2.334 -1.226
H 3.473 3.950 -0.944
H 2.351 2.632 -1.488
H 1.162 1.526 0.237
H 1.471 1.732 1.941
H 1.966 6.076 1.101
H 0.895 5.549 2.206
H 0.358 3.886 -1.216
H 1.504 5.122 -1.262
F -3.816 -3.953 -3.384
C -3.409 -2.921 -2.626
C -2.121 -2.920 -2.129
C -1.703 -1.851 -1.350
C -2.577 -0.808 -1.071
C -3.870 -0.830 -1.577
C -4.291 -1.891 -2.365
H -1.459 -3.746 -2.351
H -0.694 -1.834 -0.959
H -2.252 0.019 -0.462
H -4.554 -0.021 -1.357
H -5.292 -1.924 -2.774
F 5.441 1.073 2.224
C 6.433 1.080 3.155
C 6.829 -0.114 3.718
C 7.844 -0.105 4.664
C 8.437 1.093 5.037
C 8.020 2.285 4.462
C 7.013 2.281 3.508
H 6.349 -1.037 3.419
H 8.171 -1.034 5.110
H 9.225 1.097 5.778
H 8.480 3.219 4.754
H 6.680 3.199 3.040
F -8.515 -8.572 -2.422
C -8.258 -7.329 -2.867
C -9.237 -6.648 -3.563
C -8.971 -5.364 -4.016
C -7.732 -4.784 -3.776
C -6.759 -5.486 -3.077
C -7.023 -6.766 -2.614
H -10.193 -7.121 -3.746
H -9.730 -4.817 -4.558
H -7.526 -3.784 -4.135
H -5.794 -5.036 -2.894
H -6.281 -7.327 -2.060
*
```

Total energy: -1524.8479 Eh
Kohn-Sham gap: 5.3 eV
Strongest force on any atom: 2.086 eV Å⁻¹
HOMO energy: -10.3 eV
Energy relative to the best compared isomer or geometry (same formula, charge and spin): 0.0 kcal/mol

---

Density functional theory data (wB97M-V/def2-TZVPD) for an isolated molecule of C20H23N3O3.

ORCA input file:
```
! wB97M-V def2-TZVPD RIJCOSX def2/J DEFGRID3
* xyz 0 1
C -2.065 1.233 2.376
C -2.849 0.970 1.120
C -4.236 0.911 1.124
C -4.903 0.672 -0.065
N -4.294 0.501 -1.235
C -2.963 0.562 -1.259
C -2.297 0.416 -2.598
C -2.213 0.781 -0.103
C -0.716 0.860 -0.197
O -0.124 1.894 -0.462
N -0.065 -0.307 0.035
C 1.379 -0.384 -0.064
C 1.856 -0.373 -1.524
C 1.507 -1.658 -2.265
C 2.320 -2.819 -1.757
C 1.830 -4.121 -1.825
C 2.576 -5.189 -1.359
C 3.831 -4.960 -0.807
C 4.319 -3.668 -0.729
C 3.576 -2.590 -1.204
C 4.167 -1.208 -1.088
N 3.293 -0.157 -1.593
C 3.855 1.094 -1.688
O 5.032 1.274 -1.457
C 2.927 2.227 -2.129
O 3.656 3.410 -2.340
H -1.325 2.017 2.213
H -2.723 1.538 3.187
H -1.529 0.337 2.695
H -4.793 1.054 2.041
H -5.986 0.617 -0.082
H -1.910 1.380 -2.933
H -1.452 -0.275 -2.557
H -3.020 0.056 -3.325
H -0.607 -1.130 0.230
H 1.811 0.475 0.453
H 1.712 -1.291 0.442
H 1.357 0.457 -2.018
H 0.440 -1.872 -2.159
H 1.695 -1.504 -3.331
H 0.848 -4.293 -2.251
H 2.183 -6.195 -1.422
H 4.423 -5.786 -0.437
H 5.296 -3.486 -0.294
H 4.435 -1.011 -0.042
H 5.103 -1.155 -1.644
H 2.446 1.933 -3.069
H 2.130 2.355 -1.391
H 3.327 4.091 -1.750
*
```

Total energy: -1165.9624 Eh
Kohn-Sham gap: 9.5 eV
Strongest force on any atom: 0.066 eV Å⁻¹
HOMO energy: -9.1 eV
Energy relative to the best compared isomer or geometry (same formula, charge and spin): 16.2 kcal/mol
SMILES: Cc1ccnc(C)c1C(=O)NC[C@@H]1Cc2ccccc2CN1C(=O)CO

---

Density functional theory data (wB97M-V/def2-TZVPD) for a structure of composition C41H41IrN2P2.

ORCA input file:
```
! wB97M-V def2-TZVPD RIJCOSX def2/J DEFGRID3
* xyz 2 5
Ir -0.022 0.117 -0.310
C -2.135 0.638 2.506
N -2.170 0.116 1.136
C -3.287 0.732 0.407
C -2.357 -1.352 1.225
C -2.183 -1.981 -0.121
C -3.009 -2.984 -0.597
C -2.860 -3.450 -1.900
C -1.906 -2.896 -2.736
C -1.066 -1.895 -2.260
C -1.194 -1.438 -0.947
H -3.033 0.333 3.056
H -2.098 1.722 2.500
H -1.264 0.242 3.030
H -4.222 0.621 0.970
H -3.403 0.260 -0.566
H -3.100 1.796 0.265
H -3.353 -1.572 1.630
H -1.620 -1.729 1.940
H -3.786 -3.394 0.036
H -3.508 -4.235 -2.265
H -1.810 -3.242 -3.757
H -0.317 -1.478 -2.925
C 3.061 1.094 0.952
N 3.166 2.334 0.200
C 2.406 2.505 -1.051
P 1.550 1.010 -1.740
C 2.899 -0.149 -2.067
C 4.207 0.269 -2.323
C 5.200 -0.665 -2.570
C 4.897 -2.021 -2.568
C 3.600 -2.444 -2.318
C 2.604 -1.512 -2.064
C 0.988 1.663 -3.326
C -0.177 2.431 -3.338
C -0.644 2.961 -4.528
C 0.037 2.708 -5.712
C 1.186 1.929 -5.706
C 1.668 1.408 -4.515
C 3.920 3.370 0.641
C 3.702 4.681 0.128
C 4.455 5.736 0.572
C 5.464 5.538 1.518
C 5.710 4.256 2.019
C 4.958 3.190 1.602
P 1.307 0.739 1.554
C 0.902 2.406 2.145
C -0.198 3.073 1.611
C -0.482 4.378 1.990
C 0.330 5.023 2.910
C 1.434 4.368 3.445
C 1.721 3.069 3.062
C 1.688 -0.313 2.972
C 2.262 -1.554 2.694
C 2.560 -2.427 3.727
C 2.268 -2.074 5.038
C 1.678 -0.849 5.317
C 1.390 0.036 4.289
H 3.680 1.150 1.839
H 3.395 0.256 0.338
H 3.080 2.919 -1.804
H 1.600 3.229 -0.894
H 4.462 1.321 -2.350
H 6.210 -0.336 -2.773
H 5.674 -2.747 -2.767
H 3.361 -3.499 -2.321
H 1.593 -1.854 -1.867
H -0.730 2.597 -2.418
H -1.547 3.556 -4.538
H -0.335 3.112 -6.643
H 1.706 1.725 -6.631
H 2.560 0.796 -4.518
H 2.908 4.864 -0.580
H 4.260 6.730 0.193
H 6.061 6.374 1.855
H 6.512 4.100 2.727
H 5.210 2.205 1.963
H -0.841 2.567 0.893
H -1.342 4.885 1.574
H 0.103 6.035 3.216
H 2.063 4.869 4.169
H 2.577 2.564 3.497
H 2.459 -1.852 1.668
H 3.007 -3.387 3.509
H 2.491 -2.761 5.843
H 1.441 -0.581 6.337
H 0.923 0.986 4.514
*
```

Total energy: -2482.9014 Eh
Kohn-Sham gap (spin up / spin down): 6.9 / 5.0 eV
Strongest force on any atom: 0.870 eV Å⁻¹
⟨S²⟩: 6.043
HOMO energy (spin up / spin down): -11.6 / -13.4 eV

---

Density functional theory data (wB97M-V/def2-TZVPD) for a cluster of 2 separate species, C6H16NO in total.

ORCA input file:
```
! wB97M-V def2-TZVPD RIJCOSX def2/J DEFGRID3
* xyz 1 1
C -0.218 1.724 0.681
C -0.803 0.220 0.928
C 0.142 -0.905 0.801
C -0.583 -2.268 0.465
C 0.432 -3.255 0.078
C 0.055 -4.046 -0.941
N 0.125 2.084 -0.768
H -1.140 2.308 0.802
H 0.675 1.797 1.336
H -1.795 -0.002 0.413
H -1.173 0.391 2.001
H 0.774 -1.078 1.629
H 0.913 -0.765 0.013
H -1.077 -2.697 1.307
H -1.360 -2.163 -0.219
H 1.428 -3.342 0.433
H 0.871 -4.722 -1.559
H -0.847 -4.285 -1.385
H 0.601 1.227 -1.110
H 0.841 2.810 -0.812
H -0.695 2.339 -1.357
H 1.018 4.541 -1.673
H 1.012 5.489 -0.308
O 0.802 4.598 -0.754
*
```

Total energy: -367.8727 Eh
Kohn-Sham gap: 8.6 eV
Strongest force on any atom: 5.977 eV Å⁻¹
HOMO energy: -12.0 eV
Energy relative to the best compared isomer or geometry (same formula, charge and spin): 68.9 kcal/mol